Record 1
Entry from the Open Molecules 2025 dataset: a cluster of 9 separate species, C30H37F8NO28S in total at a distorted geometry (wB97M-V/def2-TZVPD).

Cartesian coordinates (Å):
S (0.20434, -2.94863, -3.93361)
F (2.85992, -4.59020, 3.73742)
F (-2.77917, 4.56644, 5.97978)
F (-0.23010, -7.24386, 5.83387)
F (-2.55627, 5.42823, 1.56560)
F (6.55503, 3.74162, -1.21317)
F (1.20260, -9.05379, -2.56938)
F (-5.42890, 9.74234, -4.09750)
F (3.75371, 2.67211, -1.33377)
O (-5.98152, 5.24793, 1.35261)
O (-6.26837, 3.01703, 1.23129)
O (-1.50776, 6.35372, 5.43421)
O (3.18811, -7.62824, 5.65927)
O (0.26274, -3.08179, -5.34313)
O (2.15081, 2.40857, 0.22839)
O (3.34250, -9.11956, 3.98096)
O (-4.19133, 3.90488, 1.23101)
O (-2.76283, -11.00775, -3.01124)
O (-0.08449, -1.35730, -3.71302)
O (0.82233, 2.90779, 1.98668)
O (1.32241, -8.50334, 4.78149)
O (-2.21318, -8.82347, -2.95090)
O (8.02574, 2.80612, -4.18350)
O (3.37661, -5.71129, 0.51885)
O (0.32968, 7.52708, 4.83483)
O (2.52447, -3.94480, 1.59630)
O (7.49868, 4.57814, -5.47228)
O (1.82410, 4.54700, 0.81200)
O (-1.61512, 1.11957, -0.62037)
O (-4.05913, 8.27835, -3.05503)
O (-5.34145, 7.72258, -1.31434)
O (-0.59498, -10.37157, -2.93649)
O (-3.20896, 6.99650, -1.40789)
O (6.69984, 4.41468, -3.36386)
O (-1.24593, -3.64667, -3.57819)
O (0.20925, 5.31255, 4.44156)
O (2.75165, -3.89301, -0.65005)
N (-0.71164, -5.41224, -0.48985)
C (-1.98677, 5.09104, 5.00866)
C (2.59251, 3.19633, -0.85520)
C (-3.73915, 5.22218, 0.93174)
C (0.03130, -9.13947, -3.24526)
C (-1.43747, -3.91155, -2.18517)
C (7.80733, 2.49917, -2.80288)
C (-0.25650, 6.50091, 4.89871)
C (3.49007, -5.98526, 1.91935)
C (2.48372, -5.02825, 2.50638)
C (-5.39671, 8.56378, -3.43746)
C (-4.82875, 6.08233, 1.51519)
C (0.39511, -0.86891, -2.44923)
C (-0.72307, 4.29692, 4.82999)
C (2.81389, 4.54636, -0.22139)
C (-1.94453, -10.15561, -2.96801)
C (6.56738, 3.30257, -2.49742)
C (2.87836, -4.45993, 0.38267)
C (0.94368, -7.89683, 6.00637)
C (1.52588, 3.25532, 1.10372)
C (-6.10254, 8.64522, -2.10605)
C (-3.00480, 1.08283, -0.26546)
C (7.42028, 3.99392, -4.44803)
C (-4.11343, 7.60751, -1.87551)
C (2.68634, -8.48235, 4.73266)
C (-0.97622, -8.13065, -2.75203)
C (-0.01504, 0.59572, -2.37961)
C (-5.55542, 3.96146, 1.27118)
C (2.08532, -6.94218, 6.26392)
C (-1.48503, 0.67070, -1.95260)
C (-0.41276, -4.84122, -1.56275)
H (0.23275, -9.09382, -4.31683)
H (3.80741, 4.62876, 0.22179)
H (-6.03335, 9.64206, -1.66993)
H (1.83941, 3.18714, -1.64534)
H (8.66277, 2.83336, -2.21418)
H (-0.04189, -1.39373, -1.60998)
H (0.66352, 1.15966, -1.75054)
H (-0.38960, 3.83372, 5.75975)
H (0.54875, -5.05215, -2.01116)
H (3.26220, -7.02700, 2.13384)
H (-5.75945, 7.77315, -4.09601)
H (4.50676, -5.76865, 2.24981)
H (5.63172, 2.78755, -2.70992)
H (1.47527, -0.93348, -2.37889)
H (-0.81105, 3.53232, 4.06206)
H (-4.66821, 6.27930, 2.57718)
H (-0.85049, -7.90655, -1.69188)
H (0.81620, -8.66868, 6.76680)
H (7.66938, 1.43096, -2.65739)
H (2.26697, -6.76830, 7.32111)
H (-2.56863, 5.21156, 4.09435)
H (-7.14636, 8.34785, -2.15554)
H (-2.00919, 1.35520, -2.62106)
H (1.46548, -5.41736, 2.56151)
H (-1.95407, -0.30590, -2.07521)
H (1.93455, -5.98444, 5.76384)
H (-2.38479, -4.42588, -2.11989)
H (-1.65341, -5.13479, -0.20409)
H (-3.16450, 1.82195, 0.50950)
H (-3.24709, 0.08388, 0.09081)
H (2.66258, 5.37232, -0.91148)
H (0.03310, 0.96698, -3.39578)
H (-3.60159, 5.32161, -0.13619)
H (-4.95100, 7.02358, 0.99299)
H (-0.95446, -7.20127, -3.31719)
H (-3.62446, 1.25477, -1.13865)
H (-1.53164, -2.99349, -1.61320)

Force components x, y, z for each atom (eV/Å):
0.1 0.2 0.8
-0.1 0.0 0.0
0.0 0.1 0.0
0.0 -0.1 0.0
0.1 -0.1 0.0
-0.1 0.0 0.0
0.0 -0.1 0.0
0.1 0.0 0.0
-0.1 -0.1 -0.1
0.2 -0.1 0.0
0.0 0.0 0.0
0.1 -0.1 -0.4
-0.3 -0.1 0.0
0.1 -0.2 -1.4
-0.3 0.3 -0.2
0.0 0.1 -0.1
-0.3 0.4 -0.2
0.0 0.0 0.1
-0.3 -0.7 0.3
0.0 -0.1 0.1
0.2 -0.1 0.4
0.2 -0.1 0.0
-0.2 0.1 0.2
-0.1 0.2 0.2
0.0 0.0 0.1
-0.2 -0.3 -0.1
0.0 0.0 0.0
0.0 -0.3 -0.1
-0.5 0.0 -0.3
-0.3 -0.3 0.0
0.1 0.0 -0.2
-0.2 0.2 -0.3
-0.1 0.2 0.0
-0.1 -0.4 -0.2
0.2 0.4 0.2
-0.3 0.1 0.2
0.0 0.1 -0.1
0.1 -0.6 0.9
-0.1 0.0 0.4
0.3 -0.1 0.1
0.2 -0.3 0.5
0.1 -0.1 0.4
0.4 -0.2 -0.6
0.2 -0.3 0.0
0.2 0.0 0.0
0.1 -0.5 0.0
0.2 0.2 0.1
0.2 0.3 0.0
-0.2 0.2 0.0
0.5 1.1 0.2
0.3 -0.4 -0.3
0.0 0.4 0.0
-0.1 -0.1 0.1
0.2 0.3 0.2
0.0 0.0 -0.1
-0.2 0.2 -0.2
0.0 0.1 0.2
-0.3 0.0 0.2
0.9 -0.3 0.2
0.2 0.1 -0.1
0.2 0.1 -0.1
0.2 0.0 -0.1
-0.2 0.3 0.0
-0.8 -0.9 -0.2
-0.1 -0.1 0.1
0.2 0.2 0.3
0.6 0.7 0.0
-0.6 0.4 -0.2
0.1 0.0 0.0
0.0 -0.2 -0.1
0.1 0.1 -0.1
0.1 -0.1 -0.1
-0.1 0.1 0.1
-0.1 -0.3 0.2
-0.2 0.1 0.3
-0.2 0.1 0.1
0.2 0.2 -0.3
0.0 0.0 -0.2
0.0 0.1 -0.1
-0.1 0.1 0.1
0.0 0.0 0.1
0.3 -0.4 -0.2
0.2 0.2 -0.2
0.1 -0.1 0.0
0.2 -0.1 0.0
-0.1 0.0 0.0
0.0 0.0 -0.2
0.2 -0.1 0.0
-0.1 0.0 0.1
0.1 -0.2 0.1
-0.2 0.1 0.0
0.0 0.0 0.1
-0.1 -0.3 0.0
-0.1 -0.1 -0.1
-0.4 -0.1 -0.1
0.0 -0.1 0.2
-0.2 0.0 0.0
-0.1 -0.2 0.2
-0.2 0.0 0.1
0.3 0.3 -0.2
0.2 0.0 -0.1
-0.2 0.0 -0.1
-0.2 -0.1 -0.1
-0.2 0.4 -0.1
0.1 0.2 0.1

As for the highest occupied orbital energy: -10.05 eV. The HOMO-LUMO gap is 10.15 eV. The calculation puts the LUMO energy at 0.004 Eh. Its total energy is -123103.5040 eV. The total charge is 0.

Mulliken population analysis, charges in e, atoms 1 to 4: 0.8273 -0.3143 -0.3063 -0.2831

=====

Record 2
Entry from the Open Molecules 2025 dataset: a structure of composition C30H37N3OP2Tm at a distorted geometry (wB97M-V/def2-TZVPD).

Cartesian coordinates (Å):
Tm (1.03540, -0.05979, 0.24330)
P (-1.53087, 0.61023, -1.43488)
P (0.51000, -2.22301, -1.15369)
O (0.37207, 0.95264, 1.86395)
N (-0.52064, 0.64980, 3.95317)
N (-1.29378, 1.36591, 4.81980)
N (0.58135, -0.17851, -4.74145)
C (1.09515, -1.22913, 3.71261)
C (-2.09082, 3.68610, 5.12181)
C (2.88530, 0.30843, -4.15155)
C (-1.37190, 0.88626, 6.18539)
C (-0.93247, -3.13105, -0.74218)
C (1.90779, -1.94109, -3.63530)
C (0.78334, -2.67264, -2.93967)
C (-2.98129, -0.28086, -0.75547)
C (-0.45293, 3.78851, -4.48572)
C (-2.07712, 2.32711, -1.02575)
C (0.86801, 3.43668, -4.19010)
C (0.48505, -3.40588, 4.59121)
C (-0.88183, 2.65514, 3.07427)
C (2.62125, 1.68900, -4.20765)
C (0.26130, 1.10423, -4.44790)
C (-1.44090, 2.63120, 4.33377)
C (4.09471, -0.21496, -3.60119)
C (-0.29597, 1.39941, 2.85807)
C (-0.79508, -2.94214, 4.85304)
C (4.30481, -1.59245, -3.63959)
C (-1.11008, 1.47764, -4.13253)
C (-0.18794, -0.75395, 4.08979)
C (3.20432, -2.46576, -3.60086)
C (-2.01499, 0.60332, -3.29543)
C (1.74418, -0.60556, -4.18362)
C (1.85696, -3.08586, -0.25998)
C (-1.16476, -1.64182, 4.52069)
C (1.29735, 2.11180, -4.42263)
C (1.42895, -2.56176, 3.99095)
C (-1.44475, 2.79173, -4.45983)
H (2.62435, -0.22134, -0.64745)
H (-1.40169, -2.75979, 0.16254)
H (-1.47215, 3.05955, -1.57851)
H (-1.63994, -3.06517, -1.55892)
H (2.43901, -2.92098, 3.77357)
H (-1.53432, -3.56516, 5.33828)
H (-2.86166, -0.36919, 0.33084)
H (-2.10356, 0.06438, 6.22638)
H (4.91468, 0.49674, -3.44549)
H (-2.49322, 3.07313, -4.58473)
H (0.98227, -3.75270, -2.85142)
H (3.35523, -3.55248, -3.49120)
H (5.32306, -1.99966, -3.66553)
H (-1.70838, 1.74635, 6.76314)
H (-2.18480, -1.27618, 4.63099)
H (3.13085, 2.24270, -3.45325)
H (-2.20732, 4.51942, 4.42805)
H (1.63836, 4.19010, -4.02253)
H (-0.84881, 3.46696, 2.38427)
H (-0.19433, -2.49718, -3.41655)
H (-3.90168, 0.27698, -0.96804)
H (-3.14104, 2.44910, -1.28996)
H (-0.61306, -4.15402, -0.59674)
H (1.73395, -4.14130, -0.51352)
H (-0.69652, 4.81193, -4.77254)
H (1.81333, 1.47477, -0.15100)
H (1.76101, -2.95314, 0.83140)
H (-1.97279, -0.44935, -3.61244)
H (-3.07502, 3.34733, 5.46976)
H (2.84775, -2.73862, -0.57229)
H (-1.94606, 2.50210, 0.05451)
H (-0.39005, 0.52465, 6.56186)
H (-3.05002, -1.28636, -1.18108)
H (0.76634, -4.42450, 4.84601)
H (1.85772, -0.55032, 3.25899)
H (-1.44025, 3.98743, 5.95477)
H (-3.06040, 0.95484, -3.34706)

Force components x, y, z for each atom (eV/Å):
-0.7 -0.2 -1.1
-0.4 1.0 -0.8
1.8 1.0 -1.4
-1.4 0.9 2.3
0.4 -1.1 -0.6
0.4 -0.2 0.6
-0.9 -0.7 3.9
0.2 0.5 0.3
-0.1 0.3 -0.2
-1.0 -0.8 1.9
-0.2 0.0 0.3
-0.6 -0.9 0.3
0.7 -0.3 -0.3
-0.4 -0.2 -0.3
0.0 -0.1 0.0
1.6 0.1 -0.2
0.1 0.0 0.1
-0.5 1.3 -1.5
0.4 0.1 -0.1
-0.1 0.1 0.3
-1.7 -1.6 1.0
0.4 -0.1 -1.3
0.4 -1.4 -0.4
0.9 -0.6 -1.6
0.8 0.2 -0.8
-0.2 0.1 -0.1
0.7 1.1 0.1
0.3 0.8 -0.7
0.3 0.1 -0.7
-1.3 0.3 0.0
0.2 -0.5 -0.3
0.8 0.5 -1.7
0.0 -0.4 -0.2
0.3 0.3 0.3
-1.1 -0.6 1.5
-0.4 0.4 -0.1
-0.2 -0.9 0.7
1.3 -0.9 -0.5
-0.1 0.0 0.2
-0.1 -0.2 0.2
-0.2 -0.1 -0.1
-0.4 0.1 0.0
0.0 -0.2 -0.2
-0.1 0.0 -0.1
0.3 0.5 0.4
-0.2 -0.5 0.0
0.2 0.0 0.4
-0.1 0.1 -0.5
-0.1 0.6 0.3
-0.5 0.2 0.5
0.0 -0.3 0.3
0.2 -0.3 0.2
1.5 1.2 -0.6
-0.2 0.2 0.4
-0.3 0.0 -0.1
0.0 0.3 -0.2
0.3 -0.2 0.0
0.1 -0.2 0.0
0.4 0.0 0.1
-0.4 -0.5 0.0
0.2 -0.2 0.3
0.0 -0.2 0.6
0.2 1.7 -0.5
0.0 -0.1 -0.3
0.0 0.2 0.0
0.3 0.3 0.1
-0.3 0.0 0.0
-0.1 0.0 -0.4
-0.6 0.4 -0.3
-0.1 0.2 0.1
-0.1 0.2 0.0
-0.8 -0.5 0.7
-0.4 0.0 -0.1
0.4 -0.1 0.1

As for the highest occupied orbital energy (spin up / spin down): -9.31 / -9.31 eV. The HOMO-LUMO gap (spin up / spin down) is 6.30 / 6.29 eV. The calculation puts the LUMO energy (spin up / spin down) at -0.111 / -0.111 Eh. The spin multiplicity is 3. Its total energy is -86324.9425 eV. The total charge is +1.

Mulliken population analysis, charges in e, atoms 1 to 4: -0.1004 0.7434 1.4254 -0.3826

=====

Record 3
Entry from the Open Molecules 2025 dataset: the ion C30H37N4O5S2 with charge +1 at a distorted geometry (wB97M-V/def2-TZVPD).

Cartesian coordinates (Å):
S (0.14640, 0.34768, 1.26280)
S (-4.32891, -0.91922, -1.62953)
O (-0.80323, 3.21127, 0.71095)
O (-4.84303, -1.92602, -2.50321)
O (0.75217, -3.97492, 1.74051)
O (4.15981, 1.66323, -1.26798)
O (-3.89974, 0.32000, -2.20567)
N (1.65327, -1.96216, 1.25418)
N (-5.43293, -0.69160, -0.39875)
N (2.49922, -0.03578, 0.25135)
N (4.61327, -1.58829, 0.11757)
C (-2.89212, -1.62105, -0.78715)
C (5.06000, -1.79497, -1.28023)
C (4.93979, 2.51500, -2.08262)
C (0.93050, 1.66472, 0.43557)
C (-7.69990, -0.49787, -1.36488)
C (5.73097, -1.16575, 0.99642)
C (-4.67994, 2.08449, 2.65829)
C (2.97696, 2.15119, -0.79177)
C (-5.94308, 1.54177, 2.50590)
C (2.18701, 1.26522, -0.03816)
C (-0.60431, -2.47564, 0.48680)
C (-6.21110, 0.64530, 1.48772)
C (-2.99749, -2.26608, 0.42984)
C (3.91271, -1.66687, -2.26745)
C (-1.66819, -1.47111, -1.41509)
C (-6.71779, -1.34723, -0.56591)
C (2.93410, -2.42305, 1.77299)
C (0.41955, 2.94581, 0.20891)
C (3.93144, -2.78233, 0.66846)
C (-1.39525, 4.46284, 0.42314)
C (1.22758, 3.81169, -0.51298)
C (-1.84874, -2.69969, 1.06904)
C (6.05222, 0.31148, 0.85683)
C (1.53485, -0.64485, 0.87254)
C (2.47179, 3.42039, -1.00381)
C (-5.21146, 0.26888, 0.58833)
C (0.61199, -2.89613, 1.22195)
C (-3.94668, 0.83960, 0.73609)
C (-3.68755, 1.72992, 1.76137)
C (-0.51882, -1.90186, -0.78179)
H (-4.47488, 2.77719, 3.45969)
H (-3.16402, 0.60712, 0.03465)
H (5.53769, -2.77548, -1.35579)
H (5.44980, -1.36828, 2.03060)
H (6.83603, 0.57434, 1.56141)
H (4.68392, -3.47180, 1.05792)
H (-2.69407, 2.14124, 1.85554)
H (0.89478, 4.81502, -0.71964)
H (3.46677, -0.67876, -2.19476)
H (6.40057, 0.56117, -0.14005)
H (3.03607, 4.14262, -1.56963)
H (-6.51573, -2.27063, -1.11049)
H (-0.82253, 5.28237, 0.86584)
H (3.83786, -0.80268, 0.10032)
H (4.29345, -1.79684, -3.27638)
H (-7.20828, 0.24736, 1.40319)
H (6.60633, -1.77664, 0.75969)
H (-1.90036, -3.18758, 2.02988)
H (3.14402, -2.41793, -2.10615)
H (-1.63714, -0.99051, -2.37990)
H (-7.29605, -0.31989, -2.35841)
H (3.33759, -1.66404, 2.44580)
H (4.38583, 2.83802, -2.96739)
H (5.79797, 1.92331, -2.39605)
H (-3.96550, -2.40523, 0.88344)
H (-7.11545, -1.60503, 0.41883)
H (-6.73569, 1.81578, 3.18577)
H (-1.49134, 4.61460, -0.65467)
H (3.38991, -3.28870, -0.13129)
H (0.43959, -1.78535, -1.26741)
H (5.80190, -1.03046, -1.50883)
H (2.70729, -3.32671, 2.34797)
H (-7.87063, 0.46196, -0.88330)
H (-2.38641, 4.42664, 0.87059)
H (-8.64817, -1.02020, -1.45935)
H (5.17644, 0.91594, 1.07502)
H (5.28711, 3.39000, -1.52723)

Force components x, y, z for each atom (eV/Å):
0.6 0.2 -0.1
0.3 -0.2 0.2
0.1 -0.4 0.1
-0.2 -0.2 0.1
-0.1 -0.1 0.0
-0.3 -0.2 0.2
0.0 0.0 0.3
0.2 -0.2 0.2
0.7 -0.4 -1.0
-0.1 -0.5 0.1
-0.1 0.2 -0.1
-0.4 0.1 -0.1
0.0 0.0 -0.6
0.1 0.1 -0.1
0.2 -0.1 0.0
0.1 -0.1 0.2
0.4 0.3 0.3
0.0 0.1 0.1
-0.2 0.1 0.0
0.1 0.1 0.0
-0.5 0.8 0.0
-0.5 -0.2 -0.3
-0.1 -0.2 -0.2
-0.1 0.0 0.0
0.1 0.0 0.1
0.1 0.1 -0.1
-0.6 -0.3 -0.3
0.2 -0.2 0.0
0.3 0.1 -0.2
-0.3 -0.4 0.3
-0.2 0.3 -0.1
-0.5 0.0 0.3
0.2 0.0 -0.1
0.0 -0.1 0.0
-0.4 0.8 0.0
0.4 -0.3 -0.1
0.3 0.6 0.6
0.0 0.0 -0.1
0.0 0.2 0.1
0.0 0.0 0.0
-0.2 -0.2 0.1
0.0 0.1 0.1
0.1 0.2 0.1
0.0 0.1 0.1
0.0 -0.1 -0.1
0.1 0.0 0.1
0.0 0.1 -0.1
0.1 0.1 0.0
-0.1 0.1 0.0
-0.1 0.1 -0.1
0.0 0.1 -0.1
0.1 0.1 -0.1
-0.2 0.0 0.2
0.0 0.0 0.0
0.4 -0.4 0.0
0.0 0.0 -0.1
-0.1 -0.1 0.0
-0.1 -0.1 0.0
0.0 -0.1 0.1
-0.1 -0.1 0.0
0.1 0.1 -0.1
0.0 0.0 -0.1
0.0 0.0 0.0
0.0 0.0 0.0
0.0 0.1 0.0
-0.1 0.0 0.1
0.1 0.0 -0.1
-0.1 0.0 0.0
0.0 0.0 0.0
0.1 0.0 0.0
0.1 0.1 0.0
0.0 -0.1 0.1
0.2 0.2 -0.1
-0.1 0.1 0.0
0.1 0.0 0.0
-0.1 0.0 0.0
-0.1 0.1 0.0
0.0 0.0 0.0

As for the highest occupied orbital energy: -10.35 eV. The HOMO-LUMO gap is 7.67 eV. The calculation puts the LUMO energy at -0.098 Eh. Its SMILES is CCN(c1ccccc1)S(=O)(=O)c1ccc(C(=O)N(CC[NH+](CC)CC)c2nc3c(OC)ccc(OC)c3s2)cc1. The calculation puts the energy relative to the best compared isomer or geometry (same formula, charge and spin) at 0.43 kcal/mol. Its total energy is -69573.1835 eV. The total charge is +1.

Mulliken population analysis, charges in e, atoms 1 to 4: -0.1331 1.5010 -0.2252 -0.7159

=====

Which value of total charge does entry 2 give? +1

=====

Which value of total charge does entry 2 give? +1

=====

Among the records above, which one has the lowest total charge? C30H37F8NO28S

=====

Which formula does entry 3 have? C30H37N4O5S2